# 1
The following is a DFT calculation (ωB97M-V/def2-TZVPD) of C43H39BCsI2N8O as an isolated structure.

Values from the calculation:
LUMO level: 2.0289 eV
ΔE to the lowest compared entry with this formula, charge and spin: 19.2 kJ/mol
total charge: -1
HOMO-LUMO gap: 6.52 eV
HOMO: -4.5 eV

Positions of all 95 atoms, in Å:
Cs: 1.517 1.318 -0.022
C: 1.808 0.928 6.067
C: 2.272 0.471 4.724
C: 3.541 0.500 4.191
C: 3.395 -0.030 2.897
N: 2.125 -0.352 2.663
N: 1.444 -0.047 3.786
B: -0.077 -0.287 3.954
N: -0.488 -1.614 3.267
N: -1.613 -1.698 2.539
C: -1.805 -2.987 2.291
C: -0.781 -3.761 2.877
C: 0.043 -2.838 3.488
C: 1.285 -3.046 4.290
C: -2.959 -3.416 1.488
C: -3.751 -2.471 0.832
C: -4.831 -2.871 0.063
C: -5.143 -4.219 -0.071
C: -4.362 -5.164 0.577
C: -3.281 -4.765 1.351
N: -0.920 0.866 3.396
N: -0.786 1.296 2.124
C: -1.721 2.220 1.941
C: -2.480 2.390 3.118
C: -1.943 1.499 4.015
C: -2.381 1.194 5.409
C: -1.906 2.888 0.639
C: -2.188 4.252 0.590
C: -2.422 4.885 -0.623
C: -2.379 4.162 -1.806
C: -2.093 2.806 -1.769
C: -1.861 2.170 -0.558
C: 4.422 -0.219 1.860
C: 4.118 -0.894 0.678
C: 5.066 -1.029 -0.324
C: 6.343 -0.511 -0.157
C: 6.660 0.146 1.024
C: 5.707 0.294 2.021
H: 2.640 1.388 6.599
H: 1.004 1.660 5.983
H: 1.430 0.097 6.664
H: 4.433 0.858 4.677
H: -0.291 -0.373 5.139
H: -0.640 -4.830 2.860
H: 1.419 -4.109 4.490
H: 2.165 -2.673 3.763
H: 1.227 -2.519 5.245
H: -3.501 -1.424 0.938
H: -5.434 -2.124 -0.439
H: -5.987 -4.528 -0.675
H: -4.594 -6.218 0.484
H: -2.683 -5.511 1.861
H: -3.325 3.040 3.274
H: -3.239 1.816 5.662
H: -2.669 0.147 5.510
H: -1.589 1.388 6.135
H: -2.206 4.820 1.513
H: -2.625 5.948 -0.645
H: -2.556 4.651 -2.755
H: -2.046 2.244 -2.695
H: -1.682 1.102 -0.523
H: 3.129 -1.304 0.534
H: 4.800 -1.543 -1.240
H: 7.084 -0.612 -0.940
H: 7.652 0.559 1.165
H: 5.962 0.827 2.929
I: -1.681 5.077 -5.904
C: -0.195 4.361 -4.619
C: 0.212 5.131 -3.540
C: 1.175 4.640 -2.683
I: 1.733 5.745 -1.001
C: 1.813 3.371 -2.851
O: 2.715 2.936 -2.082
C: 1.319 2.604 -3.966
C: 1.879 1.227 -4.135
N: 1.238 0.281 -3.214
C: 1.794 -1.059 -3.317
C: 1.084 -1.999 -2.378
C: 0.283 -3.028 -2.855
C: -0.360 -3.855 -1.945
C: -0.190 -3.623 -0.594
C: 0.621 -2.565 -0.203
N: 1.250 -1.776 -1.072
C: 0.353 3.099 -4.820
H: -0.231 6.101 -3.357
H: 2.942 1.246 -3.883
H: 1.776 0.899 -5.182
H: 0.241 0.259 -3.401
H: 2.848 -0.999 -3.028
H: 1.758 -1.462 -4.342
H: 0.170 -3.171 -3.922
H: -0.995 -4.663 -2.289
H: -0.684 -4.228 0.152
H: 0.769 -2.338 0.850
H: 0.023 2.491 -5.656

***

# 2
The following is a DFT calculation (ωB97M-V/def2-TZVPD) of C43H39Cl2N6O4P3S4Se2V as an isolated structure.

Values from the calculation:
2S+1: 2
LUMO level (alpha / beta): -1.7595 / -0.9341 eV
<S²>: 0.79
ΔE to the lowest compared entry with this formula, charge and spin: 10.3 kJ/mol
total charge: 0
HOMO-LUMO gap (alpha / beta): 6.24 / 7.07 eV
HOMO (alpha / beta): -8.0 / -8.0 eV

Positions of all 104 atoms, in Å:
V: 0.736 -0.649 0.576
O: 1.343 1.048 3.924
S: 0.735 0.621 2.714
O: 0.800 -0.925 2.493
O: 1.586 0.890 1.449
O: -0.617 1.041 2.416
Se: 5.766 2.011 -3.599
P: 4.190 0.786 -4.228
C: 4.657 -0.808 -4.964
C: 3.736 -1.850 -5.050
C: 4.098 -3.044 -5.650
C: 5.382 -3.205 -6.158
C: 6.302 -2.172 -6.063
C: 5.940 -0.972 -5.463
C: 3.195 1.595 -5.518
C: 2.930 0.970 -6.735
C: 2.245 1.649 -7.733
C: 1.822 2.953 -7.523
C: 2.106 3.587 -6.322
C: 2.804 2.919 -5.328
C: 3.162 0.220 -2.838
C: 1.913 0.371 -2.245
N: 1.936 -0.419 -1.133
N: 3.110 -1.031 -1.078
N: 3.850 -0.672 -2.080
P: 0.520 1.457 -2.394
Se: -0.652 1.238 -0.584
C: -0.467 1.124 -3.867
C: -1.815 1.472 -3.868
C: -2.581 1.240 -4.999
C: -2.010 0.654 -6.121
C: -0.669 0.297 -6.114
C: 0.102 0.533 -4.987
C: 1.151 3.138 -2.507
C: 0.521 4.089 -3.302
C: 0.999 5.390 -3.318
C: 2.110 5.731 -2.559
C: 2.735 4.780 -1.762
C: 2.249 3.484 -1.721
H: 2.740 -1.736 -4.637
H: 3.383 -3.854 -5.715
H: 5.667 -4.142 -6.620
H: 7.305 -2.300 -6.448
H: 6.652 -0.161 -5.366
H: 3.258 -0.045 -6.912
H: 2.050 1.158 -8.677
H: 1.289 3.482 -8.302
H: 1.801 4.613 -6.161
H: 3.075 3.432 -4.414
H: -2.269 1.891 -2.979
H: -3.631 1.502 -4.996
H: -2.614 0.468 -7.000
H: -0.220 -0.169 -6.981
H: 1.139 0.231 -4.974
H: -0.325 3.813 -3.919
H: 0.511 6.135 -3.934
H: 2.491 6.744 -2.585
H: 3.602 5.045 -1.173
H: 2.729 2.745 -1.090
Cl: -1.194 -2.105 -3.071
C: -2.933 -2.438 -3.029
Cl: -3.833 -1.128 -2.249
H: -3.095 -3.347 -2.460
H: -3.290 -2.533 -4.047
S: -0.324 -4.370 2.409
P: -1.611 -2.922 2.154
S: -1.386 -1.594 0.539
C: -3.285 -3.578 1.836
C: -3.808 -4.411 2.825
C: -5.068 -4.966 2.677
C: -5.816 -4.698 1.537
C: -5.301 -3.871 0.552
C: -4.038 -3.309 0.699
C: -1.873 -1.896 3.627
C: -1.151 -2.130 4.788
C: -1.394 -1.360 5.915
C: -2.360 -0.364 5.881
C: -3.085 -0.135 4.720
C: -2.842 -0.900 3.591
H: -3.220 -4.627 3.708
H: -5.466 -5.609 3.450
H: -6.801 -5.131 1.421
H: -5.883 -3.651 -0.334
H: -3.657 -2.649 -0.066
H: -0.394 -2.905 4.793
H: -0.822 -1.533 6.818
H: -2.541 0.243 6.759
H: -3.827 0.652 4.687
H: -3.389 -0.706 2.676
C: 4.035 -1.554 2.108
C: 3.133 -2.769 2.333
C: 2.421 -3.216 1.099
N: 1.531 -2.571 0.413
N: 1.024 -3.219 -0.672
C: 1.561 -4.382 -0.821
N: 1.211 -5.233 -1.816
S: 2.730 -4.763 0.404
H: 4.627 -1.373 3.004
H: 3.458 -0.654 1.905
H: 4.710 -1.719 1.268
H: 2.377 -2.570 3.093
H: 3.732 -3.609 2.688
H: 0.600 -4.877 -2.531
H: 1.733 -6.068 -1.994

***

# 3
The following is a DFT calculation (ωB97M-V/def2-TZVPD) of C43H39ClIrN4O5PS as an isolated structure.

Values from the calculation:
2S+1: 2
LUMO level (alpha / beta): -3.9068 / -3.7410 eV
<S²>: 0.76
ΔE to the lowest compared entry with this formula, charge and spin: 370.5 kJ/mol
total charge: +1
HOMO-LUMO gap (alpha / beta): 6.35 / 6.51 eV
HOMO (alpha / beta): -10.3 / -10.3 eV

Positions of all 95 atoms, in Å:
Ir: -0.574 -0.168 -0.458
Cl: 3.213 -1.292 0.950
C: 2.627 -2.883 0.575
C: 3.245 -3.915 1.257
C: 2.960 -5.227 0.925
C: 2.091 -5.489 -0.118
C: 1.472 -4.445 -0.786
C: 1.687 -3.108 -0.436
P: 0.881 -1.768 -1.415
C: -0.050 -2.642 -2.724
C: 0.098 -2.248 -4.052
C: -0.679 -2.816 -5.054
C: -1.607 -3.793 -4.741
C: -1.757 -4.204 -3.422
C: -0.993 -3.629 -2.421
C: 2.348 -1.079 -2.232
C: 2.805 0.197 -1.907
C: 3.982 0.676 -2.463
C: 4.712 -0.122 -3.334
C: 4.268 -1.401 -3.647
C: 3.094 -1.884 -3.091
H: 3.967 -3.681 2.028
H: 3.441 -6.035 1.460
H: 1.890 -6.508 -0.421
H: 0.821 -4.686 -1.609
H: 0.830 -1.502 -4.323
H: -0.546 -2.497 -6.080
H: -2.208 -4.242 -5.521
H: -2.473 -4.977 -3.171
H: -1.141 -3.945 -1.400
H: 2.228 0.824 -1.236
H: 4.329 1.670 -2.215
H: 5.632 0.249 -3.765
H: 4.841 -2.025 -4.320
H: 2.760 -2.887 -3.327
S: -3.033 0.856 -1.030
C: -2.137 1.082 -2.452
C: -2.598 1.685 -3.634
C: -1.732 1.874 -4.674
C: -0.398 1.468 -4.533
C: -0.008 0.869 -3.371
N: -0.865 0.651 -2.345
H: -3.634 1.992 -3.682
H: -2.070 2.340 -5.590
H: 0.330 1.625 -5.316
H: 1.011 0.562 -3.237
C: -5.577 -1.969 0.148
N: -4.143 -1.923 0.376
C: -3.680 -1.662 1.736
C: -3.291 -2.012 -0.624
O: -2.051 -1.958 -0.490
H: -6.012 -2.848 0.625
H: -5.778 -2.002 -0.921
H: -6.041 -1.076 0.565
H: -4.282 -2.247 2.431
H: -3.772 -0.602 1.979
H: -2.636 -1.946 1.824
H: -3.744 -2.174 -1.608
C: 2.102 1.317 1.878
O: 1.102 0.300 2.164
C: 0.476 -0.367 1.264
O: -0.224 -1.330 1.466
H: 1.872 2.135 2.553
H: 2.042 1.628 0.842
H: 3.072 0.893 2.116
O: 0.281 2.232 -0.460
C: -0.487 2.479 0.500
N: -0.729 3.666 1.082
C: -1.697 3.519 2.171
C: -1.965 1.983 2.083
O: -2.742 1.373 2.778
N: -1.167 1.472 1.094
C: -1.092 3.831 3.537
C: 0.210 4.286 3.683
C: 0.723 4.566 4.946
C: -0.066 4.386 6.070
C: -1.371 3.928 5.927
C: -1.883 3.656 4.671
C: -2.944 4.354 1.896
C: -4.065 3.822 1.270
C: -5.153 4.634 0.978
C: -5.130 5.981 1.304
C: -4.011 6.519 1.925
C: -2.927 5.708 2.223
H: -0.456 4.547 0.680
H: 0.831 4.442 2.809
H: 1.737 4.930 5.046
H: 0.329 4.608 7.053
H: -1.995 3.788 6.801
H: -2.898 3.293 4.560
H: -4.099 2.774 1.008
H: -6.024 4.207 0.497
H: -5.982 6.610 1.079
H: -3.984 7.570 2.185
H: -2.064 6.129 2.727